A.
Density functional theory data (the ωB97M-V functional and the def2-TZVPD basis) for 11 unconnected molecules or ions with the total composition C21H64N2O21.

Results
Multiplicity   1
Charge   0
E_HOMO   -9.341 eV
SMILES   NC(N)=O.OCCO.OCCO.OCCO.OCCO.OCCO.OCCO.OCCO.OCCO.OCCO.OCCO

The geometry in XYZ format:
```
108
Properties=species:S:1:pos:R:3:lowdin_charge:R:1
N -20.112 -5.755 -5.873 0.140
C -20.354 -4.500 -6.371 -0.619
N -21.330 -3.972 -5.531 0.161
O -19.835 -3.972 -7.373 0.003
H -19.711 -6.443 -6.530 0.125
H -20.753 -6.056 -5.139 0.073
H -21.840 -3.186 -5.854 0.082
H -21.677 -4.459 -4.697 0.072
O -24.810 -7.573 -4.115 -0.051
C -24.162 -6.476 -3.551 -0.256
C -25.087 -5.375 -3.077 -0.228
O -26.071 -5.860 -2.168 -0.049
H -25.500 -7.805 -3.488 0.097
H -23.536 -6.809 -2.713 0.106
H -23.513 -6.088 -4.313 0.111
H -25.576 -4.883 -3.929 0.134
H -24.424 -4.657 -2.621 0.090
H -26.609 -5.130 -1.866 0.072
O -19.749 -0.436 -5.538 -0.086
C -18.941 -0.124 -4.372 -0.196
C -17.430 -0.140 -4.709 -0.240
O -16.998 -1.430 -5.073 -0.067
H -19.643 -1.377 -5.795 0.090
H -19.165 0.901 -4.112 0.117
H -19.123 -0.743 -3.509 0.095
H -16.945 0.156 -3.773 0.117
H -17.187 0.572 -5.495 0.119
H -16.812 -1.545 -6.014 0.097
O -22.319 -8.412 -5.104 -0.056
C -21.544 -9.344 -4.432 -0.262
C -20.184 -8.773 -4.093 -0.261
O -20.265 -7.839 -3.092 -0.082
H -23.277 -8.442 -4.808 0.084
H -21.784 -9.738 -3.437 0.117
H -21.459 -10.211 -5.095 0.120
H -19.617 -8.302 -4.889 0.113
H -19.633 -9.656 -3.752 0.125
H -20.539 -8.254 -2.246 0.068
O -22.663 0.311 -5.750 -0.054
C -22.998 0.216 -4.393 -0.245
C -24.202 -0.735 -4.201 -0.173
O -23.733 -2.098 -3.957 -0.103
H -21.758 0.037 -5.949 0.060
H -22.215 -0.088 -3.694 0.109
H -23.444 1.165 -4.143 0.109
H -24.836 -0.626 -5.121 0.133
H -24.798 -0.369 -3.316 0.108
H -24.357 -2.527 -3.356 0.042
O -20.187 -0.411 1.613 -0.078
C -21.006 0.632 1.089 -0.203
C -21.419 0.270 -0.334 -0.301
O -20.522 0.080 -1.347 -0.060
H -20.040 -0.311 2.551 0.082
H -21.929 0.661 1.705 0.125
H -20.437 1.540 1.115 0.111
H -22.098 1.075 -0.697 0.126
H -22.053 -0.596 -0.323 0.091
H -20.753 -0.782 -1.767 0.039
O -18.137 -5.442 -3.661 -0.091
C -17.192 -5.991 -2.763 -0.257
C -16.100 -5.006 -2.459 -0.248
O -15.288 -4.587 -3.577 -0.074
H -17.944 -5.589 -4.611 0.098
H -17.589 -6.181 -1.756 0.114
H -16.833 -6.961 -3.091 0.120
H -15.479 -5.554 -1.711 0.126
H -16.517 -4.161 -1.941 0.108
H -15.725 -3.810 -4.003 0.089
O -23.585 -9.727 0.594 -0.033
C -23.271 -8.721 -0.344 -0.279
C -21.964 -8.038 -0.109 -0.208
O -20.841 -8.873 -0.498 -0.073
H -24.096 -10.417 0.166 0.090
H -23.287 -9.080 -1.350 0.104
H -23.991 -7.892 -0.372 0.120
H -21.891 -7.854 1.004 0.141
H -21.996 -7.057 -0.615 0.112
H -20.802 -9.644 0.070 0.097
O -20.210 -5.459 1.134 -0.072
C -19.168 -4.510 1.303 -0.226
C -19.443 -3.710 2.594 -0.211
O -20.741 -3.117 2.538 -0.081
H -21.037 -4.990 1.072 0.067
H -18.263 -5.102 1.342 0.121
H -19.098 -3.864 0.432 0.101
H -18.682 -2.921 2.788 0.124
H -19.491 -4.382 3.430 0.112
H -20.818 -2.746 1.660 0.042
O -25.813 -2.427 -1.784 -0.072
C -25.216 -2.079 -0.534 -0.209
C -25.189 -0.595 -0.314 -0.251
O -26.511 -0.077 -0.382 -0.042
H -26.693 -2.075 -1.810 0.087
H -25.744 -2.651 0.217 0.123
H -24.166 -2.433 -0.565 0.117
H -24.570 -0.146 -1.094 0.102
H -24.698 -0.364 0.646 0.128
H -26.435 0.836 -0.127 0.083
O -21.329 -2.229 -2.662 -0.110
C -21.237 -3.302 -1.609 -0.153
C -20.475 -4.450 -2.137 -0.250
O -21.326 -5.412 -2.734 -0.082
H -22.189 -2.325 -3.090 0.026
H -20.947 -2.725 -0.712 0.105
H -22.241 -3.625 -1.311 0.109
H -19.856 -4.905 -1.390 0.096
H -19.771 -4.035 -2.882 0.121
H -20.827 -6.249 -2.658 0.044
```

=====

B.
Density functional theory data (the ωB97M-V functional and the def2-TZVPD basis) for 11 unconnected molecules or ions with the total composition C21H64N2O21.

Results
Multiplicity   1
Charge   0
E_HOMO   -9.330 eV
SMILES   NC(N)=O.OCCO.OCCO.OCCO.OCCO.OCCO.OCCO.OCCO.OCCO.OCCO.OCCO

The geometry in XYZ format:
```
108
Properties=species:S:1:pos:R:3:lowdin_charge:R:1
N -3.227 -3.587 -1.665 0.173
C -3.172 -2.292 -2.028 -0.690
N -4.122 -1.970 -2.883 0.178
O -2.478 -1.467 -1.486 0.052
H -2.533 -3.907 -1.004 0.082
H -3.458 -4.305 -2.336 0.106
H -4.154 -0.986 -3.107 0.120
H -4.767 -2.554 -3.397 0.117
O -0.455 -4.149 0.187 -0.078
C 0.790 -4.627 -0.339 -0.217
C 1.975 -3.800 0.111 -0.249
O 2.347 -4.207 1.395 -0.060
H -0.424 -4.291 1.136 0.080
H 0.805 -5.700 -0.145 0.122
H 0.803 -4.652 -1.429 0.110
H 1.714 -2.742 0.154 0.112
H 2.806 -3.980 -0.571 0.112
H 2.852 -3.555 1.887 0.060
O -1.711 2.850 -1.181 -0.098
C -1.881 2.873 -2.585 -0.184
C -1.574 4.304 -3.105 -0.209
O -1.472 4.286 -4.532 -0.085
H -2.094 2.036 -0.845 0.055
H -1.268 2.067 -2.987 0.115
H -2.908 2.579 -2.799 0.119
H -0.615 4.652 -2.719 0.103
H -2.351 5.046 -2.920 0.123
H -1.092 5.100 -4.870 0.080
O -4.232 -1.480 5.196 -0.058
C -3.980 -2.428 4.189 -0.241
C -2.767 -2.045 3.264 -0.184
O -2.988 -0.758 2.683 -0.088
H -4.764 -1.946 5.845 0.090
H -3.859 -3.418 4.628 0.114
H -4.880 -2.565 3.590 0.114
H -2.655 -2.885 2.578 0.114
H -1.804 -1.861 3.741 0.099
H -3.361 -0.162 3.337 0.081
O -6.956 0.695 0.921 -0.047
C -5.600 0.468 1.171 -0.265
C -4.792 1.264 0.144 -0.212
O -3.391 0.989 0.200 -0.088
H -7.282 1.302 1.589 0.092
H -5.318 0.655 2.208 0.120
H -5.433 -0.579 0.917 0.122
H -4.946 2.342 0.170 0.129
H -5.176 0.890 -0.806 0.115
H -3.440 0.083 0.515 0.045
O 3.155 1.391 -4.171 -0.053
C 2.726 2.017 -2.938 -0.239
C 2.886 3.496 -2.969 -0.261
O 4.219 3.946 -3.076 -0.047
H 2.978 0.468 -3.976 0.014
H 1.688 1.768 -2.715 0.108
H 3.304 1.645 -2.092 0.112
H 2.522 3.938 -2.041 0.095
H 2.234 3.926 -3.729 0.128
H 4.713 3.525 -2.369 0.083
O 6.225 -3.423 1.715 -0.027
C 5.775 -2.975 0.475 -0.277
C 4.933 -1.767 0.464 -0.248
O 4.094 -1.662 1.590 -0.096
H 5.573 -3.091 2.336 0.076
H 6.583 -2.815 -0.238 0.126
H 5.241 -3.825 0.049 0.106
H 4.363 -1.499 -0.426 0.113
H 5.563 -0.894 0.634 0.125
H 3.525 -0.889 1.584 0.051
O 0.096 -0.433 -3.602 -0.067
C 0.571 -1.756 -3.860 -0.214
C 2.073 -1.786 -4.233 -0.234
O 2.824 -1.227 -3.192 -0.066
H 0.213 -0.303 -2.658 0.028
H 0.314 -2.378 -3.003 0.106
H -0.007 -2.142 -4.699 0.116
H 2.203 -1.195 -5.139 0.120
H 2.327 -2.788 -4.579 0.120
H 3.681 -1.658 -3.228 0.105
O -0.762 5.218 -0.418 -0.105
C 0.580 5.152 0.126 -0.196
C 0.695 4.512 1.509 -0.223
O 0.182 5.273 2.649 -0.069
H -1.106 4.323 -0.473 0.015
H 1.008 4.466 -0.605 0.088
H 1.030 6.145 0.118 0.125
H 1.735 4.234 1.684 0.112
H 0.222 3.531 1.548 0.097
H -0.706 4.918 2.734 0.071
O -0.259 -0.529 -0.784 -0.086
C -0.027 -0.215 0.601 -0.189
C 1.147 0.789 0.725 -0.204
O 2.261 0.006 0.468 -0.087
H -1.046 -1.074 -0.861 0.012
H -0.924 0.246 1.015 0.100
H 0.184 -1.042 1.279 0.109
H 1.244 1.256 1.705 0.101
H 1.174 1.499 -0.102 0.116
H 2.038 -0.303 -0.412 0.075
O 2.315 1.084 5.743 -0.068
C 1.357 1.224 4.711 -0.211
C 0.820 -0.240 4.351 -0.169
O 1.874 -1.013 3.650 -0.087
H 3.105 0.575 5.549 0.089
H 0.604 1.978 4.942 0.120
H 1.822 1.647 3.821 0.094
H -0.093 -0.209 3.756 0.086
H 0.642 -0.730 5.309 0.112
H 1.575 -1.921 3.730 0.072
```

=====

In terms of stability, A leads; the second structure lies 30.3 kcal/mol higher.

=====

A.
Density functional theory data (the ωB97M-V functional and the def2-TZVPD basis) for 4 unconnected molecules or ions with the total composition C3H12O4.

Results
Multiplicity   1
Charge   0
E_HOMO   -9.779 eV
SMILES   C=CCO.O.O.O

The geometry in XYZ format:
```
19
Properties=species:S:1:pos:R:3:lowdin_charge:R:1
C -0.325 1.652 1.644 -0.007
C -0.926 0.544 1.218 -0.152
C -0.598 -0.863 1.596 -0.279
O -0.919 -1.654 0.481 -0.071
H -0.295 2.504 0.975 0.057
H 0.220 1.828 2.566 0.068
H -1.777 0.655 0.551 0.117
H 0.437 -0.993 1.920 0.108
H -1.168 -1.142 2.497 0.123
H -0.575 -2.555 0.502 0.110
O -1.423 -0.882 -2.278 -0.076
H -0.664 -0.813 -2.876 0.011
H -0.958 -1.199 -1.487 -0.007
O 0.930 0.665 -2.928 -0.048
H 0.759 0.659 -1.980 0.019
H 0.964 1.597 -3.174 0.055
O 2.382 -0.200 0.430 -0.045
H 1.711 0.340 0.861 -0.005
H 2.225 -0.143 -0.517 0.022
```

=====

B.
Density functional theory data (the ωB97M-V functional and the def2-TZVPD basis) for 4 unconnected molecules or ions with the total composition C3H12O4.

Results
Multiplicity   1
Charge   0
E_HOMO   -8.559 eV
SMILES   C/C=C/O.O.O.O

The geometry in XYZ format:
```
19
Properties=species:S:1:pos:R:3:lowdin_charge:R:1
C -3.736 -0.295 1.396 -0.127
C -2.657 -0.553 0.394 -0.146
C -1.393 -0.292 0.728 -0.209
O -0.383 -0.214 -0.189 -0.044
H -4.397 -1.168 1.471 0.067
H -4.411 0.517 1.109 0.070
H -3.367 -0.123 2.405 0.069
H -2.879 -1.069 -0.526 0.103
H -1.094 -0.155 1.765 0.123
H 0.403 -0.679 0.123 0.035
O 2.020 -1.205 0.675 -0.067
H 2.713 -0.710 0.159 0.027
H 2.445 -1.977 1.054 0.052
O 1.138 1.995 -1.426 -0.039
H 0.489 2.388 -2.009 0.055
H 0.774 1.235 -0.980 0.003
O 3.432 0.351 -1.082 -0.043
H 2.757 0.981 -1.369 0.013
H 3.730 0.052 -1.941 0.059
```

=====

C.
Density functional theory data (the ωB97M-V functional and the def2-TZVPD basis) for 4 unconnected molecules or ions with the total composition C3H12O4.

Results
Multiplicity   1
Charge   0
E_HOMO   -9.090 eV
SMILES   C=C(C)O.O.O.O

The geometry in XYZ format:
```
19
Properties=species:S:1:pos:R:3:lowdin_charge:R:1
C 0.742 -0.038 0.639 0.015
C -0.424 0.532 0.347 -0.471
C -0.649 1.633 -0.655 -0.024
O -1.537 0.175 1.035 0.033
H 1.712 0.055 0.193 0.063
H 0.596 -0.717 1.480 0.071
H 0.196 2.310 -0.650 0.066
H -0.671 1.164 -1.645 0.079
H -1.581 2.179 -0.537 0.082
H -2.360 0.560 0.707 0.109
O -1.220 -3.484 2.092 -0.066
H -0.430 -3.980 1.847 0.031
H -1.489 -3.105 1.241 0.031
O 1.805 2.794 1.131 -0.069
H 1.678 1.933 1.566 0.018
H 2.738 2.712 0.897 0.042
O 0.354 -1.574 -3.571 -0.053
H 0.561 -0.827 -3.007 0.017
H -0.020 -2.323 -3.109 0.029
```

=====

D.
Density functional theory data (the ωB97M-V functional and the def2-TZVPD basis) for 4 unconnected molecules or ions with the total composition C3H12O4.

Results
Multiplicity   1
Charge   0
E_HOMO   -9.662 eV
SMILES   C=C(C)O.O.O.O

The geometry in XYZ format:
```
19
Properties=species:S:1:pos:R:3:lowdin_charge:R:1
C 1.015 -0.887 -0.175 0.057
C 0.128 0.008 0.209 -0.462
C 0.237 1.473 -0.061 -0.032
O -1.030 -0.412 0.889 -0.022
H 1.852 -0.566 -0.766 0.070
H 0.922 -1.935 0.063 0.070
H 0.585 1.619 -1.080 0.093
H -0.732 1.952 0.043 0.084
H 0.967 1.909 0.620 0.067
H -1.038 0.095 1.709 0.110
O -2.965 -2.662 0.353 -0.063
H -3.720 -2.133 0.088 0.031
H -2.200 -2.068 0.329 -0.008
O 3.585 1.956 1.165 -0.062
H 4.457 1.818 1.539 0.033
H 2.989 1.393 1.676 0.026
O -1.666 -0.270 -2.507 -0.055
H -2.085 -0.123 -1.651 0.019
H -1.300 -1.164 -2.443 0.043
```

=====

In terms of stability, B leads; the second structure lies 10.1 kcal/mol higher.

=====

A.
Density functional theory data (the ωB97M-V functional and the def2-TZVPD basis) for CH6N4S in the gas phase.

Results
Multiplicity   1
Charge   0
E_HOMO   -8.410 eV
SMILES   NNC(=S)NN

The geometry in XYZ format:
```
12
Properties=species:S:1:pos:R:3:lowdin_charge:R:1
N -0.634 -1.979 -1.044 0.021
N -0.396 -0.542 -1.031 -0.101
C 0.248 0.282 -0.110 -0.913
S 0.245 1.840 -0.568 0.620
N 0.644 -0.059 1.151 -0.161
N -0.118 -0.926 1.890 -0.055
H -1.188 -2.282 -0.249 0.032
H 0.288 -2.268 -0.385 0.140
H -0.844 -0.081 -1.677 0.010
H 0.865 0.811 1.844 0.185
H -1.173 -0.813 1.731 0.118
H 0.165 -1.957 1.735 0.104
```

=====

B.
Density functional theory data (the ωB97M-V functional and the def2-TZVPD basis) for 2 unconnected molecules or ions with the total composition CH6N4S.

Results
Multiplicity   1
Charge   0
E_HOMO   -8.779 eV
SMILES   [H]/N=N/N=N/C.S

The geometry in XYZ format:
```
12
Properties=species:S:1:pos:R:3:lowdin_charge:R:1
H -1.945 -0.670 3.002 0.067
N -2.154 -0.918 2.014 0.067
N -1.349 -0.609 1.145 -0.116
N -1.014 -0.905 0.050 -0.049
N -0.765 -0.340 -1.025 -0.059
C 0.328 -0.976 -1.828 -0.099
H 0.301 -2.038 -1.996 0.057
H 0.336 -0.424 -2.759 0.055
H 1.164 -0.586 -1.119 0.104
S 0.420 2.501 1.594 0.386
H 1.378 3.396 1.150 -0.204
H 0.147 2.002 0.307 -0.210
```

=====

In terms of stability, A leads; the second structure lies 37.5 kcal/mol higher.

=====

A.
Density functional theory data (the ωB97M-V functional and the def2-TZVPD basis) for 2 unconnected molecules or ions with the total composition C3H8S.

Results
Multiplicity   1
Charge   0
E_HOMO   -9.059 eV
SMILES   C=C.CS

The geometry in XYZ format:
```
12
Properties=species:S:1:pos:R:3:lowdin_charge:R:1
C -5.120 -3.172 2.450 -0.096
C -5.066 -4.461 2.231 -0.087
H -5.477 -2.423 1.739 0.046
H -5.007 -2.616 3.374 0.044
H -5.355 -4.977 1.326 0.046
H -4.911 -5.139 3.068 0.047
C 3.991 2.036 -0.685 -0.491
S 2.609 2.428 -1.815 0.608
H 4.240 0.981 -0.762 0.016
H 4.868 2.658 -0.794 0.026
H 3.656 2.165 0.347 0.017
H 3.140 3.452 -2.489 -0.177
```

=====

B.
Density functional theory data (the ωB97M-V functional and the def2-TZVPD basis) for 2 unconnected molecules or ions with the total composition C3H8S.

Results
Multiplicity   1
Charge   0
E_HOMO   -9.477 eV
SMILES   C=CC.S

The geometry in XYZ format:
```
12
Properties=species:S:1:pos:R:3:lowdin_charge:R:1
C 1.073 0.879 0.070 -0.031
C 0.781 -0.207 -0.713 -0.268
C 0.570 -1.637 -0.358 -0.117
H 1.060 1.993 -0.201 0.088
H 1.420 0.605 1.018 0.021
H 0.423 -0.030 -1.678 0.063
H -0.514 -1.932 -0.194 0.097
H 0.923 -1.694 0.742 0.097
H 1.152 -2.245 -0.984 0.045
S -2.546 1.393 0.169 0.456
H -2.875 1.989 1.366 -0.194
H -1.466 0.886 0.763 -0.259
```

=====

In terms of stability, A leads; the second structure lies 3.0 kcal/mol higher.

=====

A.
Density functional theory data (the ωB97M-V functional and the def2-TZVPD basis) for C3H3NO2 in the gas phase.

Results
Multiplicity   1
Charge   0
E_HOMO   -8.700 eV

The geometry in XYZ format:
```
9
Properties=species:S:1:pos:R:3:lowdin_charge:R:1
O 2.089 -0.105 0.828 0.146
C 1.053 -0.125 0.016 -0.392
C -0.061 0.538 -0.540 -0.239
O -1.346 0.623 0.095 -0.120
C -1.972 -0.492 0.356 0.065
N 0.507 -0.793 -0.903 0.242
H 2.646 -0.882 0.651 0.139
H 0.021 1.341 -1.269 0.142
H -2.938 -0.106 0.765 0.018
```

=====

B.
Density functional theory data (the ωB97M-V functional and the def2-TZVPD basis) for C3H3NO2 in the gas phase.

Results
Multiplicity   1
Charge   0
E_HOMO   -11.255 eV
SMILES   N#C[C@@H](O)C=O

The geometry in XYZ format:
```
9
Properties=species:S:1:pos:R:3:lowdin_charge:R:1
N -0.793 2.447 0.820 0.169
C -0.607 1.359 0.477 -0.146
C -0.406 -0.076 0.190 -0.357
O -1.181 -0.522 -0.869 0.009
C 1.071 -0.411 -0.047 -0.163
O 1.369 -1.149 -0.952 0.086
H -0.677 -0.574 1.138 0.164
H -0.588 -1.073 -1.414 0.097
H 1.813 0.000 0.657 0.142
```

=====

C.
Density functional theory data (the ωB97M-V functional and the def2-TZVPD basis) for a molecular structure, C3H3NO2.

Results
Multiplicity   1
Charge   0
E_HOMO (alpha / beta)   -8.606 / -8.607 eV

The geometry in XYZ format:
```
9
Properties=species:S:1:pos:R:3:lowdin_charge:R:1
O 2.136 0.129 -0.206 0.051
C 0.814 -0.131 -0.060 -0.422
N 0.356 -1.376 0.162 0.000
O -0.863 -1.581 0.286 -0.089
C -1.462 0.580 0.086 0.123
C -0.220 0.757 -0.246 -0.048
H 2.590 -0.725 -0.195 0.112
H -2.442 0.714 -0.355 0.096
H -0.911 1.633 0.529 0.178
```

=====

In terms of stability, B leads; the second structure lies 91.5 kcal/mol higher.